[1]
Here is a molecular structure, C13H29MgN4O7 from OMol25. Energies are from the ωB97M-V functional and the def2-TZVPD basis.

- HOMO energy (Ha) = -0.438
- frontier orbital gap (eV) = 10.11
- total charge = +1
- ΔE to the lowest compared entry with this formula, charge and spin (eV) = 0.000
- E_tot (eV) = -39692.3290
- 2S+1 = 1

Geometry (Å):
H -4.51496 0.94948 1.54035
C 2.94092 1.90789 1.29067
H -4.23047 0.04606 -1.20428
H -0.44153 2.00131 -3.81268
N -2.79105 0.79174 -2.53210
H 3.58854 1.07130 1.02327
H -3.14908 1.13988 -3.40481
H 3.45103 2.55482 1.99766
C -1.57168 1.22976 -2.16225
C -1.01279 2.38378 -2.96294
C -3.48092 0.96666 1.88342
Mg 0.16170 -0.66462 -0.10721
H -0.18290 0.39441 3.67010
N 3.75087 -0.60732 -1.83135
H 4.47394 -0.57599 -2.52925
H -3.92440 -0.94693 -2.62329
H -0.83257 1.93251 3.09993
H 5.02370 -1.61824 -0.54589
C 2.45885 0.54534 -3.51814
O -0.93623 0.70238 -1.25811
C -1.84816 -2.38708 2.69878
H 1.69745 0.03126 -4.10737
H -0.04193 1.79587 4.67754
H 3.39317 0.49896 -4.07499
H -1.79225 3.03661 -3.34940
O 1.56864 -0.17952 -1.44053
H 3.49025 -1.11097 0.19855
H -3.66500 -0.70044 3.21201
H -2.72047 -0.92352 -1.34871
H 3.54593 -2.48834 -0.91109
O -1.48945 -0.77846 0.98066
C -2.14416 -1.09975 1.97344
O 0.86535 0.72447 1.14867
C -0.00480 1.47335 3.63904
C 2.54848 -0.12274 -2.18449
C -3.44841 -0.31292 -1.87434
H 2.72731 2.41906 0.35302
H -2.29317 -2.42290 3.69301
H 2.14326 1.58243 -3.42170
N 1.28200 1.78725 3.06484
O 0.39210 -4.36749 -0.72308
O -0.45615 -2.33001 -1.14762
C 0.36412 -3.05552 -0.51462
C 1.63585 1.39254 1.83353
C 3.95281 -1.50031 -0.70142
O 1.12684 -2.48220 0.33364
H -2.85615 1.14484 1.01081
N -3.12551 -0.32661 2.44965
H -3.32434 1.76673 2.60368
H 1.95328 2.26262 3.64202
H 1.14403 -4.72003 -0.23189
H -0.77431 -2.54643 2.70753
H -0.31062 2.94024 -2.34723
H -2.31694 -3.20520 2.14495

Force components x, y, z for each atom (eV/Å):
H -0.05 0.12 0.16
C 0.01 -0.44 -0.03
H 0.09 -0.03 0.14
H -0.10 -0.11 0.03
N 0.57 0.27 -0.01
H -0.02 -0.02 0.13
H -0.20 0.08 0.11
H 0.08 0.10 -0.10
C -0.14 -0.15 -0.49
C 0.16 -0.11 -0.03
C -0.07 -0.26 -0.31
Mg -0.13 0.04 -0.61
H 0.10 0.05 -0.23
N -0.17 -0.11 -0.18
H 0.02 0.01 0.00
H 0.02 0.04 0.01
H 0.14 0.08 -0.14
H -0.01 0.14 0.06
C -0.01 -0.07 -0.51
O -0.07 0.30 0.33
C -0.65 -0.06 -0.13
H -0.02 -0.02 0.07
H 0.14 0.23 -0.09
H 0.01 0.09 0.02
H 0.00 0.06 0.05
O 0.66 -0.08 -0.40
H -0.11 0.00 0.00
H -0.03 0.14 0.05
H 0.04 0.09 0.12
H -0.18 0.05 0.11
O -0.37 0.15 0.48
C 0.38 -0.27 0.03
O -0.06 -0.20 0.20
C -0.41 -0.58 0.46
C 0.08 0.13 0.48
C -0.37 -0.44 -0.31
H -0.02 0.19 0.10
H 0.25 0.11 0.09
H 0.04 0.01 0.15
N 0.14 -0.04 0.00
O 0.19 -0.11 -0.13
O 0.06 -1.20 -0.29
C -0.59 2.33 0.17
C -0.01 0.57 0.08
C 0.28 -0.18 -0.12
O 0.20 -1.01 0.21
H 0.12 -0.06 0.08
N -0.02 0.04 0.04
H -0.11 0.00 0.06
H 0.03 0.11 -0.13
H -0.03 -0.06 0.15
H 0.04 -0.04 0.09
H -0.12 0.06 0.08
H 0.19 0.04 -0.15


[2]
Here is a molecular structure, C10H18BrO7PSSi2 from OMol25. Energies are from the ωB97M-V functional and the def2-TZVPD basis.

- HOMO energy (Ha) = -0.312
- frontier orbital gap (eV) = 8.51
- E_tot (eV) = -130914.4811
- 2S+1 = 1

Geometry (Å):
H 1.70099 4.22206 2.04547
O 3.18991 2.77969 1.90790
H -1.25541 -2.92277 0.35772
O 5.64867 2.46201 2.03817
C 1.76886 -0.19822 -0.65643
O -3.54061 -0.26746 -2.81636
C -0.41237 -2.19207 0.08358
H -3.76671 2.29184 -2.54326
H -1.90491 1.26744 -1.35887
C -1.33586 -2.37919 -2.44199
O -3.86154 -4.66339 -1.17158
H -2.91139 -1.20413 -0.50295
Si -3.04311 -1.67504 -1.90515
H 2.77974 4.63052 -0.10227
H -0.65635 -2.90083 2.79264
C 0.22281 -2.15665 2.74179
S 4.59325 2.68564 1.09826
C -0.25034 -1.73797 -1.41359
H 3.47328 5.91096 0.92571
H -1.06498 -2.17059 -3.53179
Br -4.68641 1.05562 0.08450
O 4.38674 1.85751 -0.05711
H 2.28394 -0.19467 1.64827
H 3.20845 4.55415 2.93704
P -4.64614 -3.24680 -1.82454
H -0.05490 -1.30116 3.46168
C 2.78848 4.14597 2.01345
C 3.37753 4.83351 0.79125
H 2.60692 0.53976 -0.92627
H 0.97109 -0.37728 -2.90592
C 1.59810 -0.63578 0.83313
H -4.96298 -2.64727 0.25365
H -3.19240 -4.37188 -0.50570
H 1.14233 -2.72547 3.15184
O 4.65963 4.23220 0.61014
C 0.84694 -0.72819 -1.82057
H -1.25200 -3.51920 -2.27941
O -5.62434 -2.69963 -0.48456
Si -3.30584 1.12021 -1.76869
C 0.48089 -1.67344 1.24084

Force components x, y, z for each atom (eV/Å):
H 0.12 -0.26 -0.05
O 0.52 -0.08 -0.71
H 1.43 1.17 -0.54
O -0.66 0.01 -0.93
C -2.14 -1.93 0.77
O 1.03 0.05 2.93
C 2.51 2.24 -0.21
H 0.07 -0.19 0.11
H -0.01 -0.21 0.16
C 1.74 -0.03 0.70
O 0.23 2.54 0.13
H 0.12 0.04 -0.05
Si 0.64 0.88 -0.61
H -0.03 0.06 0.08
H 1.34 1.16 -0.33
C 0.03 -0.31 -0.28
S -0.03 0.04 -0.12
C 1.54 0.91 1.80
H 0.26 -0.16 0.00
H -0.36 -0.17 1.51
Br 0.73 0.05 -0.94
O 0.33 0.49 1.12
H -1.20 -0.79 -1.59
H -0.04 0.02 -0.06
P -1.83 -1.68 0.94
H 0.65 -1.16 -1.28
C 0.06 0.57 0.31
C -0.62 -0.04 -0.26
H -1.48 -1.30 0.61
H -0.17 -0.64 1.95
C -2.07 -1.25 -2.53
H -1.15 0.29 -0.46
H -0.59 -0.61 -0.61
H -1.40 1.09 -0.66
O 0.10 -0.66 0.62
C -0.73 -1.42 4.27
H -0.42 1.70 -0.35
O 2.77 -0.65 -0.72
Si -1.36 -0.95 -1.07
C 0.09 1.16 -3.65


[3]
Here is a molecular structure, C2H2N2O2 from OMol25. Energies are from the ωB97M-V functional and the def2-TZVPD basis.

- HOMO energy (Ha) = -0.379
- frontier orbital gap (eV) = 10.91
- ΔE to the lowest compared entry with this formula, charge and spin (eV) = 3.368
- E_tot (eV) = -9178.4180
- 2S+1 = 1

Geometry (Å):
H -0.70929 1.59222 0.56386
C -1.88632 -0.05832 -0.03107
N -0.88014 0.81524 -0.03495
H 1.29090 -1.47503 -0.03118
N -0.90441 -1.64674 0.00180
O 0.41860 0.21290 -0.15477
O -3.03402 0.07989 -0.00338
C 0.24271 -1.17277 -0.06068

Force components x, y, z for each atom (eV/Å):
H -0.75 0.62 0.39
C 3.16 -2.79 0.63
N 2.71 -0.53 -1.02
H -0.50 -1.19 -0.05
N -1.71 1.80 -0.23
O -1.28 0.52 0.29
O -1.79 -0.32 0.03
C 0.16 1.90 -0.04